Here is one molecule with the formula C20H25N3O4S from the OMol25 dataset. Energies are from ωB97M-V/def2-TZVPD.

Atoms and positions in Å:
C  -2.89448  -2.35355  0.40138
O  -3.45739  -1.52193  -0.59481
C  -4.48151  -0.70284  -0.12283
C  -5.80319  -1.12015  -0.28544
C  -6.11712  -2.43124  -0.94108
C  -6.82611  -0.30090  0.17544
C  -6.55067  0.89948  0.80409
C  -5.24024  1.30288  0.96583
C  -4.19172  0.51949  0.49347
C  -2.80756  1.04469  0.72583
O  -2.55529  1.74971  1.68478
N  -1.91186  0.68971  -0.23360
C  -0.54753  0.97736  -0.30274
C  0.19784  0.37083  -1.31014
C  1.55598  0.58767  -1.42188
C  2.22531  1.43359  -0.52965
N  3.58328  1.68548  -0.61711
C  4.36960  1.22201  -1.73120
C  4.94072  -0.18234  -1.46629
N  5.30064  -0.30304  -0.07024
S  4.72336  -1.58824  0.79321
C  2.98923  -1.27278  1.23371
O  5.47259  -1.63758  2.01286
O  4.73946  -2.71692  -0.08775
C  5.57630  0.92625  0.62182
C  4.37389  1.89921  0.58027
C  1.45674  2.06708  0.45443
C  0.10213  1.84108  0.57461
H  -2.46341  -1.76145  1.21562
H  -3.64384  -3.03518  0.81483
H  -2.10934  -2.92755  -0.08783
H  -6.98629  -2.33317  -1.58740
H  -5.27150  -2.77535  -1.53067
H  -6.34387  -3.18475  -0.18602
H  -7.84968  -0.62052  0.04354
H  -7.35694  1.51867  1.16663
H  -4.99629  2.23151  1.45867
H  -2.24601  0.04657  -0.94221
H  -0.29182  -0.29299  -2.00931
H  2.08964  0.07796  -2.20855
H  3.77468  1.23800  -2.64364
H  5.19588  1.92924  -1.86113
H  5.82627  -0.35649  -2.09011
H  4.21695  -0.96908  -1.68327
H  2.62483  -2.19304  1.67098
H  2.95129  -0.47205  1.95884
H  2.42604  -1.02799  0.34279
H  6.45845  1.38700  0.16511
H  5.82312  0.65454  1.64775
H  3.74449  1.74222  1.45667
H  4.74565  2.93297  0.60674
H  1.92127  2.76926  1.12869
H  -0.46198  2.33671  1.34634

The total energy comes out at -44641.112 eV. Its SMILES is COc1c(C)cccc1C(=O)Nc1ccc(N2CCN(S(C)(=O)=O)CC2)cc1. As for the net charge: 0.

---

Here is one molecule with the formula C20H25N3O5 from the OMol25 dataset. Energies are from ωB97M-V/def2-TZVPD.

Atoms and positions in Å:
C  -3.38661  -4.30351  -4.06803
O  -2.78120  -4.57867  -2.82874
C  -1.90241  -3.67144  -2.30291
C  -1.57374  -2.48040  -2.94171
C  -0.69015  -1.56939  -2.39221
C  -0.11338  -1.83486  -1.14945
C  -0.42232  -3.03076  -0.51289
C  -1.29810  -3.95921  -1.06134
O  -1.47008  -5.06933  -0.29293
C  -2.26554  -6.15334  -0.71814
C  0.77436  -0.84001  -0.54600
C  0.98917  -0.75170  0.80441
C  1.83120  0.29036  1.26130
O  2.03890  0.35660  2.57462
C  2.69733  1.51305  3.06841
C  1.66219  2.55941  3.51043
N  0.74824  2.86555  2.42911
C  1.24726  3.81319  1.44377
C  1.16132  5.26343  1.93458
O  -0.15587  5.60023  2.32706
C  -0.63046  4.72234  3.32461
C  -0.58397  3.26609  2.84231
N  2.41375  1.13519  0.45482
C  2.22762  1.08125  -0.87728
O  2.73710  1.84826  -1.66381
N  1.37099  0.05633  -1.36744
C  1.15065  -0.01248  -2.79763
C  -0.31845  -0.29115  -3.08404
H  -2.64654  -4.22059  -4.87019
H  -4.03610  -5.15494  -4.26633
H  -3.98989  -3.39111  -4.02927
H  -2.01451  -2.24632  -3.89768
H  0.02971  -3.28846  0.43050
H  -2.17566  -6.89500  0.07549
H  -3.31323  -5.86829  -0.83187
H  -1.90206  -6.57940  -1.65546
H  0.51813  -1.41004  1.50967
H  3.35142  1.91030  2.28966
H  3.28578  1.18968  3.93052
H  1.07930  2.13171  4.33020
H  2.21135  3.43239  3.89603
H  2.26988  3.55717  1.17273
H  0.62531  3.70516  0.55028
H  1.42333  5.95606  1.13397
H  1.84837  5.42209  2.78125
H  -1.65584  5.03091  3.53653
H  -0.02611  4.83275  4.23991
H  -0.94394  2.59583  3.62520
H  -1.23666  3.16629  1.96887
H  1.48216  0.94306  -3.21146
H  1.77160  -0.81205  -3.22042
H  -0.48368  -0.36381  -4.15898
H  -0.92990  0.53155  -2.70005

The total energy comes out at -35852.920 eV. Its SMILES is COc1cc2c(cc1OC)-c1cc(OCCN3CCOCC3)nc(=O)n1CC2. As for the net charge: 0.

---

Here is one molecule with the formula C20H25N5O3 from the OMol25 dataset. Energies are from ωB97M-V/def2-TZVPD.

Atoms and positions in Å:
C  5.67534  -1.74291  -4.59218
O  5.27506  -2.99917  -4.10059
C  4.08134  -3.10090  -3.45581
C  3.74135  -4.38021  -3.00853
C  2.54380  -4.59650  -2.36016
C  1.66873  -3.54599  -2.14038
C  2.00770  -2.26716  -2.56068
C  1.03359  -1.16623  -2.31375
O  -0.17297  -1.34244  -2.32575
N  1.58689  0.04293  -2.06811
C  0.81225  1.23513  -1.80738
C  1.01238  1.71838  -0.36352
O  1.83514  2.59093  -0.13560
N  0.30697  1.11577  0.60682
C  -0.72518  0.11518  0.46490
C  -2.08567  0.71844  0.81461
C  -2.08739  1.27739  2.24436
C  -0.92182  2.27733  2.36379
C  0.39559  1.61998  1.96332
N  -1.89964  0.17775  3.20107
C  -2.31700  0.46339  4.55863
C  -3.82541  0.76438  4.70098
C  -4.15405  1.73125  3.62396
N  -5.23992  2.55912  3.51249
C  -5.07143  3.25771  2.35847
N  -3.97188  2.93189  1.74239
C  -3.38606  1.97551  2.51890
C  3.21164  -2.04260  -3.22454
H  6.63971  -1.90824  -5.06968
H  4.96814  -1.35604  -5.33294
H  5.79439  -1.01318  -3.78450
H  4.43375  -5.18568  -3.19511
H  2.28803  -5.59101  -2.02731
H  0.72212  -3.69882  -1.64649
H  2.58410  0.12368  -1.95057
H  -0.23046  1.01866  -2.04024
H  1.16917  2.04200  -2.45611
H  -0.50086  -0.69041  1.17309
H  -0.74647  -0.30965  -0.53680
H  -2.32321  1.53670  0.13398
H  -2.86021  -0.04382  0.70998
H  -1.13238  3.12337  1.70887
H  -0.84624  2.64761  3.38600
H  0.60291  0.78373  2.63742
H  1.21379  2.34044  2.00151
H  -2.40400  -0.63759  2.86522
H  -1.74973  1.32829  4.91029
H  -2.04634  -0.39559  5.17771
H  -4.04326  1.17269  5.69072
H  -4.40594  -0.15770  4.58117
H  -6.00417  2.63397  4.16337
H  -5.77391  3.98755  2.01037
H  3.44308  -1.05304  -3.58747

The total energy comes out at -34740.096 eV. Its SMILES is COc1cccc(C(=O)NCC(=O)N2CCC3(CC2)NCCc2[nH]cnc23)c1. As for the net charge: 0.

---

Here is one molecule with the formula C20H25NO4 from the OMol25 dataset. Energies are from ωB97M-V/def2-TZVPD.

Atoms and positions in Å:
C  2.85181  4.82627  3.40702
O  1.91301  3.80074  3.64801
C  1.56019  2.91048  2.68892
C  0.65768  1.93878  3.13255
C  0.17723  0.96709  2.28165
C  -0.78187  -0.05942  2.79484
O  -0.68116  -0.58122  3.88552
N  -1.78503  -0.34209  1.92734
C  -2.69584  -1.44692  2.11275
C  -2.22910  -2.69890  1.36012
C  -2.10036  -2.45480  -0.14139
C  -1.59283  -3.69089  -0.89308
C  -1.31031  -3.33361  -2.32438
C  -2.25484  -3.54915  -3.31869
C  -2.00507  -3.16524  -4.62474
C  -0.80754  -2.55345  -4.95265
C  0.14089  -2.33142  -3.96847
C  -0.11078  -2.71972  -2.66525
C  0.63330  0.91286  0.96615
C  1.55248  1.84340  0.51320
O  2.07905  1.83515  -0.74795
C  1.78680  0.75119  -1.59496
C  2.00378  2.87699  1.36114
O  2.92529  3.79917  0.90073
C  2.50035  4.62329  -0.16683
H  2.46799  5.56933  2.70320
H  3.79748  4.42985  3.03450
H  3.00624  5.29866  4.37737
H  0.33336  1.97080  4.15963
H  -1.81190  0.14125  1.04500
H  -2.72655  -1.65452  3.18460
H  -3.69118  -1.14703  1.77319
H  -2.94009  -3.50582  1.54451
H  -1.26103  -3.00280  1.76335
H  -1.39509  -1.63964  -0.31904
H  -3.06672  -2.15371  -0.55376
H  -0.67843  -4.04691  -0.41331
H  -2.33881  -4.48532  -0.83840
H  -3.19207  -4.02568  -3.06814
H  -2.74764  -3.34361  -5.38881
H  -0.61242  -2.25310  -5.97146
H  1.07936  -1.85694  -4.21705
H  0.63607  -2.55221  -1.90131
H  0.30632  0.11531  0.31844
H  2.37781  0.91714  -2.49449
H  0.72572  0.71770  -1.86528
H  2.07961  -0.20078  -1.14216
H  1.59121  5.17495  0.10023
H  3.31498  5.32573  -0.33559
H  2.31864  4.04878  -1.07675

The total energy comes out at -30825.135 eV. Its SMILES is COc1cc(C(=O)NCCCCc2ccccc2)cc(OC)c1OC. As for the net charge: 0.

---

Here is C20H26Br2N5PtS as an isolated structure from the OMol25 dataset. Energies are from ωB97M-V/def2-TZVPD.

Atoms and positions in Å:
Pt  0.46754  -0.34898  0.42472
Br  2.99949  2.54245  -0.17267
C  1.22552  3.22104  -0.06523
Br  0.02344  2.06749  0.95114
H  0.79214  3.32282  -1.05323
H  1.23944  4.15297  0.48586
C  -4.45987  -0.74107  -0.70948
C  -3.43303  0.24217  -0.14492
C  -2.74027  1.03591  -1.22358
C  -3.35762  2.16201  -1.76154
C  -2.73348  2.92317  -2.73445
C  -1.47226  2.56759  -3.19084
C  -0.82399  1.44491  -2.68907
C  0.52853  1.03958  -3.21691
C  0.43096  0.03008  -4.36272
C  -1.48304  0.68856  -1.71552
N  -0.79748  -0.43887  -1.15120
C  -1.01628  -1.64698  -1.58061
C  -0.32736  -2.69252  -0.93534
C  -0.15925  -4.06322  -1.13084
C  0.77548  -4.48443  -0.18410
C  1.15696  -3.35970  0.55024
N  0.50438  -2.28365  0.08719
H  -4.98655  -1.25653  0.09308
H  -3.98349  -1.49655  -1.33709
H  -5.19707  -0.22233  -1.32298
H  -2.70121  -0.29947  0.45814
H  -3.93538  0.94080  0.52740
H  -4.33600  2.44918  -1.39478
H  -3.22758  3.79768  -3.13679
H  -0.98434  3.16167  -3.95519
H  1.13403  0.61842  -2.41153
H  1.05007  1.93178  -3.57168
H  -0.03962  -0.89788  -4.03379
H  1.41993  -0.21584  -4.74947
H  -0.16522  0.43198  -5.18236
H  -1.70142  -1.81675  -2.40487
H  -0.68117  -4.67168  -1.85136
H  1.12768  -5.48829  -0.01734
H  1.83475  -3.29821  1.38642
C  2.23100  1.28120  6.02817
C  1.96771  -0.17048  5.62239
C  2.17870  -0.38097  4.15900
N  1.27036  -0.22659  3.26765
N  1.74945  -0.42750  1.99747
C  3.02637  -0.72611  1.93478
N  3.68508  -0.91319  0.77821
S  3.74554  -0.79457  3.49521
H  2.05737  1.40970  7.09509
H  1.56643  1.95485  5.48835
H  3.26088  1.57146  5.81694
H  0.93772  -0.45072  5.84168
H  2.61640  -0.84527  6.18297
H  3.13640  -1.00929  -0.06383
H  4.60321  -1.32187  0.78324

The total energy comes out at -182775.007 eV. As for the net charge: +1.

---

Here is C20H26Br4IrO2Si as an isolated structure at a distorted geometry from the OMol25 dataset. Energies are from ωB97M-V/def2-TZVPD.

Atoms and positions in Å:
Ir  -0.61487  -0.01267  0.55317
C  0.25411  1.15515  2.16466
C  -1.15667  0.96178  2.41801
C  -1.40350  -0.43047  2.53935
C  -0.14680  -1.12876  2.36082
C  0.86711  -0.14525  2.18477
C  2.33491  -0.38619  2.15206
C  0.01261  -2.61221  2.43732
C  -2.72563  -1.08309  2.81682
C  -2.20698  2.02302  2.52350
C  0.98046  2.45980  2.09660
H  2.83784  0.26751  1.44470
H  2.56462  -1.41703  1.89566
H  2.74689  -0.18349  3.14458
H  -0.71974  -3.11065  1.80179
H  -0.13310  -2.96265  3.46186
H  1.00328  -2.92330  2.11132
H  -3.20389  -1.43895  1.90352
H  -3.40516  -0.38534  3.30558
H  -2.59708  -1.94219  3.47638
H  -3.05999  1.79472  1.88555
H  -1.82279  2.99530  2.22293
H  -2.56217  2.10375  3.55328
H  1.54408  2.63779  3.01611
H  0.28630  3.28796  1.96650
H  1.67604  2.48320  1.26130
Br  -4.31436  -1.97505  -4.99750
C  -3.47094  -0.96234  -3.65674
C  -3.45580  0.45613  -3.74446
Br  -4.27636  1.31460  -5.20207
C  -2.83820  1.21197  -2.77236
Br  -2.76445  3.08381  -2.80873
C  -2.21106  0.57120  -1.68277
O  -1.62299  1.20931  -0.72687
C  -2.23188  -0.85340  -1.59044
O  -1.67303  -1.37965  -0.55408
C  -2.86963  -1.60769  -2.59844
Br  -2.84319  -3.47117  -2.40211
C  3.21434  1.68433  -0.98248
Si  2.52520  0.01174  -1.49866
C  2.57416  -0.01349  -3.38194
C  3.69913  -1.35824  -0.96118
C  0.71938  -0.24331  -1.09916
H  4.18963  1.83984  -1.45042
H  3.35558  1.80419  0.09207
H  2.55086  2.48317  -1.32353
H  3.59198  0.11105  -3.75993
H  1.95929  0.78606  -3.80171
H  2.18918  -0.96155  -3.76525
H  4.66570  -1.20790  -1.44995
H  3.31438  -2.32563  -1.29452
H  3.88286  -1.42148  0.10899
H  0.48948  -1.22663  -1.52962
H  0.30085  0.43238  -1.86425

The total energy comes out at -316144.132 eV. As for the net charge: 0. As for the spin multiplicity: 2.